C18H55FeN14O12 | ωB97M-V with the def2-TZVPD basis set

## Properties
Kohn-Sham gap (spin up / spin down): 8.03 / 7.60 eV
LUMO (spin up / spin down): 0.07075 / 0.07068 hartree
2S+1: 5
net charge: -1
HOMO (spin up / spin down): -6.1 / -5.7 eV

```
100
Properties=species:S:1:pos:R:3:lowdin_charge:R:1
Fe -1.43957 -1.56529 -0.91927 0.91
C -5.14885 -2.89031 -1.10117 -0.08
C -4.52041 -1.72940 -0.38037 -0.60
C -4.02484 -2.04665 1.04426 -0.07
O -3.53567 -1.04110 -1.08392 -0.33
H -4.47680 -3.65495 -1.49844 0.07
H -5.75610 -2.59283 -1.96049 0.07
H -5.88995 -3.37644 -0.45820 0.07
H -5.32113 -0.98846 -0.23210 0.12
H -3.29942 -2.83554 1.27449 0.05
H -4.85694 -2.37612 1.67942 0.07
H -3.57093 -1.17624 1.51558 0.04
O 0.30658 -0.91568 -1.87907 -0.39
C 0.96058 -0.11497 -0.90310 -0.30
C 0.45855 -0.24629 0.56403 -0.35
O -0.93711 -0.38421 0.79816 -0.36
H 0.80110 0.93941 -1.15645 0.08
H 2.03057 -0.34186 -0.96386 0.07
H 0.83667 0.67639 1.02760 0.07
H 1.10553 -1.01341 1.01833 0.08
C -2.15819 1.23474 3.99704 -0.69
O -2.62318 1.69975 5.04260 0.01
N -1.39815 1.98384 3.13155 0.14
N -2.40123 0.03365 3.46934 0.16
H -1.30551 1.73339 2.15635 0.07
H -1.38864 2.94260 3.45159 0.11
H -2.92769 -0.62938 4.01392 0.12
H -2.07377 -0.13918 2.53588 0.04
C 1.44986 -2.21319 4.81854 -0.71
O 0.96695 -2.83439 5.77429 -0.02
N 2.72478 -2.39450 4.40992 0.17
N 0.74330 -1.28741 4.13880 0.17
H 3.07356 -1.74393 3.72079 0.06
H 3.36894 -3.00211 4.87594 0.10
H 1.13264 -1.03685 3.24124 0.08
H -0.20570 -1.06846 4.38367 0.09
C -0.41196 -3.97271 0.94848 -0.62
O -0.91577 -3.22936 0.10715 -0.04
N -0.60065 -3.70149 2.26729 0.20
N 0.48384 -4.92979 0.68996 0.19
H -0.94151 -2.77842 2.48858 0.09
H -0.18194 -4.23059 3.01153 0.10
H 0.75645 -5.08690 -0.26532 0.10
H 0.91969 -5.47968 1.40579 0.11
C 2.48332 2.65748 3.70767 -0.69
O 3.40587 3.43565 3.94853 -0.01
N 2.18229 1.54692 4.43690 0.16
N 1.66089 2.84159 2.65150 0.17
H 1.18582 1.38239 4.40068 0.07
H 2.62999 1.39130 5.32254 0.10
H 0.75656 2.39639 2.62852 0.04
H 1.75811 3.55418 1.94363 0.07
C -3.58271 2.96227 -0.47454 -0.68
O -3.67581 4.14871 -0.15653 0.00
N -4.62168 2.23256 -0.98667 0.15
N -2.45156 2.21610 -0.50695 0.17
H -4.50199 1.26436 -1.25197 0.07
H -5.52423 2.66558 -0.89121 0.09
H -1.64868 2.78640 -0.27615 0.03
H -2.52076 1.24451 -0.27573 0.06
C 4.42683 0.10703 1.04600 -0.68
O 3.86073 -0.35891 2.03429 0.00
N 4.46626 -0.50060 -0.16956 0.16
N 5.06315 1.30242 1.09149 0.17
H 5.23334 -0.18236 -0.73432 0.10
H 4.08171 -1.42616 -0.23707 0.11
H 5.09098 1.74169 1.99656 0.11
H 5.53551 1.63986 0.27494 0.09
C 2.72407 -3.15288 -3.56538 -0.70
O 3.26571 -3.97414 -4.32878 -0.03
N 1.70828 -3.46407 -2.74692 0.16
N 3.01567 -1.83683 -3.61606 0.17
H 1.44866 -4.43258 -2.79205 0.10
H 1.21468 -2.68836 -2.31482 0.06
H 3.53361 -1.34512 -4.31474 0.11
H 2.57151 -1.32838 -2.86552 0.06
C -1.80808 1.11186 -4.28905 -0.05
C -1.14525 -0.07301 -4.95239 -0.46
C -1.13028 0.01802 -6.47206 -0.06
O 0.23685 -0.00582 -4.55704 -0.11
H -2.60587 1.57101 -4.87326 0.07
H -1.11517 1.88696 -3.95919 0.07
H -2.17454 0.78701 -3.30924 0.06
H -1.45420 -1.04969 -4.57154 0.13
H -2.06644 0.43749 -6.85244 0.07
H -1.04602 -0.91654 -7.03074 0.07
H -0.34304 0.66238 -6.86508 0.08
H 0.29893 -0.17869 -3.60166 0.03
C 2.74088 3.30465 -1.53701 -0.05
C 1.60279 4.16674 -0.99901 -0.46
C 0.23481 3.47609 -0.73477 -0.05
O 2.04683 4.71900 0.23714 -0.06
H 2.41391 2.88448 -2.48911 0.09
H 2.95655 2.48256 -0.85238 0.07
H 3.57844 3.99986 -1.61467 0.08
H 1.44374 4.91234 -1.78767 0.13
H 0.26421 2.75838 0.08542 0.06
H 0.07861 2.97516 -1.69180 0.08
H -0.57673 4.17665 -0.54061 0.08
H 2.98498 4.87044 0.07951 0.08
```

=====

C18H55N11O8 | ωB97M-V with the def2-TZVPD basis set

## Properties
Kohn-Sham gap: 9.52 eV
energy above the lowest of the compared OMol25 structures with the same formula, charge and spin: 0.000 eV
LUMO: 0.01573 hartree
HOMO: -9.1 eV

```
92
Properties=species:S:1:pos:R:3:lowdin_charge:R:1
C -2.48295 1.51544 1.75986 -0.08
C -3.56860 2.55409 1.52685 -0.30
O -3.20837 3.77740 2.19952 -0.10
H -2.26859 1.39030 2.81716 0.08
H -1.57477 1.75639 1.20201 0.07
H -2.82457 0.58398 1.30974 0.06
H -4.44677 2.13161 2.02662 0.11
H -3.81243 2.78625 0.49015 0.10
H -4.00872 4.31134 2.21321 0.08
C -5.24254 -1.58702 -2.71568 -0.68
O -4.10822 -1.69455 -3.19842 -0.01
N -6.05708 -2.61783 -2.39729 0.15
N -5.73102 -0.35272 -2.40034 0.16
H -5.69731 -3.51485 -2.67612 0.11
H -6.83896 -2.50847 -1.78575 0.10
H -6.73234 -0.25461 -2.35422 0.10
H -5.25771 0.48049 -2.71568 0.05
C -1.55798 -5.09129 5.00488 -0.69
O -1.79147 -6.04038 4.25479 0.01
N -2.23452 -3.92825 5.00769 0.15
N -0.50277 -5.13539 5.87780 0.15
H -1.89149 -3.09867 5.44749 0.10
H -2.94183 -3.83655 4.29734 0.11
H -0.27215 -4.31945 6.40899 0.09
H -0.01465 -5.99521 6.03434 0.10
C -3.73654 2.44889 -3.65232 -0.67
O -4.76022 2.49763 -2.95799 -0.02
N -3.64897 3.12410 -4.83363 0.15
N -2.67195 1.66279 -3.35709 0.18
H -4.47094 3.41120 -5.32780 0.10
H -2.77624 3.13179 -5.32517 0.09
H -1.94013 1.67802 -4.03670 0.09
H -2.69363 1.06335 -2.54571 0.06
C 3.71356 -2.13618 -2.89161 -0.70
O 3.74755 -3.09114 -2.11180 0.01
N 2.68521 -1.90702 -3.74360 0.15
N 4.81641 -1.35312 -3.06008 0.15
H 2.65714 -1.13705 -4.38086 0.10
H 1.89486 -2.51238 -3.60856 0.11
H 4.77349 -0.56031 -3.67110 0.09
H 5.60436 -1.57497 -2.48178 0.10
C 0.61173 -0.41047 -1.20739 -0.07
C -0.69942 -1.18865 -1.26954 -0.40
C -0.64997 -2.28215 -0.21783 -0.19
O -0.85778 -1.73385 1.07292 -0.20
C -0.60771 -2.66132 2.10096 -0.10
N -1.80492 -0.21637 -1.09654 0.07
H 0.61448 0.43002 -1.90584 0.06
H 1.49436 -0.99764 -1.46070 0.06
H 0.69010 -0.01915 -0.18801 0.08
H -0.65825 -1.59046 -2.28547 0.14
H 0.31327 -2.80323 -0.20012 0.13
H -1.41871 -3.03836 -0.42938 0.13
H -0.38208 -2.09625 3.00974 0.07
H 0.33941 -3.17043 1.89901 0.10
H -1.42579 -3.33104 2.36845 0.08
H -2.61422 -0.76848 -1.39164 0.07
H -1.84672 -0.12044 -0.08797 0.02
C 1.91811 3.55016 -0.67786 -0.07
C 1.32928 3.80711 -2.05490 -0.42
C -0.18465 4.11054 -2.07866 -0.23
O -0.47447 5.07373 -1.11293 -0.19
C -1.85488 5.32428 -0.91049 -0.08
N 2.07836 4.93651 -2.66882 0.03
H 1.99505 4.44419 -0.05709 0.08
H 2.91336 3.10911 -0.71724 0.08
H 1.20071 2.90479 -0.15591 0.07
H 1.50054 2.91361 -2.66445 0.12
H -0.67364 3.14092 -1.92709 0.11
H -0.43165 4.54009 -3.05908 0.12
H -2.31475 5.58504 -1.87312 0.09
H -1.92380 6.20394 -0.27852 0.09
H -2.35867 4.43262 -0.53568 0.07
H 2.87132 5.14145 -2.07533 0.05
H 1.51655 5.78075 -2.61178 0.06
C 6.03197 -1.34482 3.85814 -0.07
C 5.74899 -2.08508 2.56933 -0.44
C 4.48628 -1.62981 1.86660 -0.23
O 3.25713 -2.02095 2.43130 -0.16
C 2.57745 -1.00267 3.13767 -0.11
N 6.89728 -2.04728 1.62230 0.03
H 5.17618 -1.53675 4.51726 0.07
H 6.06105 -0.26854 3.67739 0.08
H 6.88277 -1.73066 4.41890 0.08
H 5.64686 -3.15400 2.78619 0.14
H 4.52668 -1.89248 0.79967 0.12
H 4.52211 -0.56031 1.58598 0.13
H 3.15422 -0.67627 4.00761 0.08
H 1.70701 -1.53788 3.52087 0.07
H 2.20102 -0.14264 2.57872 0.09
H 7.11388 -1.05079 1.53522 0.07
H 7.67841 -2.37733 2.18605 0.06
```